[1]
Below is a 2-piece molecular cluster, C6H15NO overall at a distorted geometry, with properties calculated with ωB97M-V with the def2-TZVPD basis set.

XYZ file:
```
23
Properties=species:S:1:pos:R:3
C -0.681 0.302 -2.154
C 0.308 0.708 -1.052
C -0.255 0.925 0.349
C -1.368 -0.014 0.763
C -1.216 -1.074 1.561
C -2.412 -1.883 1.998
N -0.018 -1.521 2.069
H -0.476 -0.685 -2.560
H -1.683 0.176 -1.743
H -0.755 1.010 -2.985
H 1.123 -0.033 -1.038
H 0.893 1.563 -1.377
H -0.509 1.981 0.520
H 0.540 0.771 1.079
H -2.371 0.231 0.444
H -3.337 -1.328 1.911
H -2.254 -2.285 2.999
H -2.496 -2.793 1.395
H 0.019 -2.317 2.671
H 0.821 -1.007 1.876
O 5.197 2.676 -2.039
H 4.920 1.770 -2.167
H 6.011 2.826 -2.521
```

## Properties
HOMO: -7.66 eV
energy above the lowest of the compared OMol25 structures with the same formula, charge and spin: 35.6 kcal/mol
net charge: 0
LUMO: 0.855 eV
electronic energy: -367.57455 Eh
SMILES string: CCC/C=C(/C)N.O

***

[2]
Below is a 2-piece molecular cluster, H2INO2S overall at a distorted geometry, with properties calculated with ωB97M-V with the def2-TZVPD basis set.

XYZ file:
```
7
Properties=species:S:1:pos:R:3
N -0.391 -0.034 0.163
O -2.325 -1.256 -0.583
O -1.164 0.282 -3.122
S -1.659 -0.019 -0.786
I -3.114 1.754 -0.181
H -0.017 0.944 0.277
H 0.088 -0.928 0.202
```

## Properties
HOMO (alpha / beta): -9.52 / -9.19 eV
energy above the lowest of the compared OMol25 structures with the same formula, charge and spin: 122.0 kcal/mol
net charge: 0
LUMO (alpha / beta): -2.100 / -1.553 eV
electronic energy: -902.09650 Eh

***

Among the records above, which one has the lowest electronic energy?
H2INO2S

***

Which value of electronic energy does entry 1 give?
-367.57455 Eh